No. 1
DFT (ωB97M-V/def2-TZVPD) results for one molecule with the formula C4H3N3 in a non-equilibrium geometry.

Values from the calculation:
Net charge: 0

```
10
Properties=species:S:1:pos:R:3:forces:R:3:lowdin_charge:R:1
N 1.977596 -0.074036 -1.768470 -1.034 0.270 0.366 0.170
C 0.982287 0.152536 -1.226041 0.919 -0.192 -0.610 -0.170
C 0.133555 -0.269209 1.834451 -0.260 0.337 -0.284 -0.064
N -0.672552 -1.279646 1.138654 -0.182 0.177 -0.196 0.051
C -0.893839 -0.905187 -0.057855 0.031 -0.105 0.184 -0.114
C -0.206740 0.403588 -0.398012 0.001 -0.086 0.099 -0.274
N 0.254342 0.717868 0.950897 0.202 -0.092 0.256 -0.009
H -1.528107 -1.450312 -0.753621 0.249 -0.002 0.002 0.121
H -0.853726 1.161103 -0.854741 0.062 -0.151 0.160 0.155
H 0.807181 1.543299 1.134738 0.012 -0.157 0.025 0.133
```
Positions in Å, forces in eV/Å.

No. 2
DFT (ωB97M-V/def2-TZVPD) results for C21H18BrN5O3SSeW as an isolated structure.

Values from the calculation:
Net charge: +2

```
51
Properties=species:S:1:pos:R:3:forces:R:3:lowdin_charge:R:1
W 1.174053 -0.719929 1.085965 0.013 -0.033 -0.063 1.261
Se -4.499182 4.010648 3.485354 0.001 -0.003 0.000 1.232
N -4.304127 2.248011 3.505927 -0.006 0.001 0.002 -0.205
C -3.132277 1.986832 2.987880 0.008 -0.002 -0.003 -0.338
C -2.594499 0.639406 2.848721 -0.002 0.006 0.000 -0.062
C -3.250122 -0.502249 3.316854 -0.003 0.002 0.000 0.057
C -2.641446 -1.730160 3.175693 -0.003 -0.004 0.003 0.006
C -1.401287 -1.801632 2.553031 0.003 -0.001 -0.001 -0.086
N -0.768040 -0.724275 2.091247 -0.014 -0.007 0.014 -0.058
C -1.348582 0.486738 2.249604 0.017 -0.003 -0.007 -0.135
C -0.567553 1.638265 1.810375 -0.007 -0.016 0.002 -0.123
N 0.652283 1.377309 1.280913 0.021 0.019 -0.003 -0.035
C 1.441277 2.405419 0.970300 -0.007 0.008 0.004 -0.070
C 1.053287 3.728369 1.134240 -0.007 -0.003 0.002 0.007
C -0.202689 3.999725 1.631723 0.002 -0.007 -0.001 0.058
C -1.036135 2.936046 1.985491 0.001 0.023 -0.002 -0.061
C -2.361671 3.120046 2.563738 -0.001 -0.006 0.001 -0.337
N -2.914147 4.291894 2.741297 -0.001 0.003 0.000 -0.206
H -4.216283 -0.399026 3.793649 0.000 0.001 0.000 0.137
H -3.107333 -2.633857 3.540940 0.001 0.000 -0.001 0.128
H -0.891906 -2.746877 2.423515 0.002 0.002 -0.001 0.119
H 2.421089 2.155134 0.592707 0.003 0.004 0.006 0.104
H 1.737952 4.521769 0.872196 0.003 -0.002 0.000 0.128
H -0.551648 5.014645 1.771420 -0.002 -0.001 0.001 0.137
O 5.815739 -2.271136 -2.862690 0.000 -0.002 -0.001 0.149
C 4.855652 -1.781400 -2.095413 -0.006 -0.007 0.004 -0.277
C 4.637653 -0.416118 -1.881591 0.001 -0.002 -0.004 0.045
C 3.612675 -0.025824 -1.055091 -0.009 0.010 0.003 -0.074
N 2.797685 -0.895987 -0.433171 0.029 0.018 -0.021 -0.137
C 3.035358 -2.189227 -0.671973 -0.039 -0.020 0.038 -0.648
Br 1.802139 -3.259414 0.310998 0.009 -0.030 -0.008 0.938
C 4.012433 -2.708561 -1.466690 0.018 0.011 -0.017 0.017
H 6.374190 -1.581825 -3.247119 0.001 -0.001 0.000 0.146
H 5.266589 0.328878 -2.349871 -0.002 0.004 0.003 0.136
H 3.426199 1.022191 -0.876155 0.000 0.000 -0.002 0.110
H 4.154203 -3.770638 -1.602609 -0.002 -0.001 0.001 0.141
O -0.052151 -0.777270 -0.719767 0.012 0.019 0.046 -0.711
S -1.502911 -1.178594 -1.074863 -0.015 -0.009 -0.014 1.029
C -2.024736 0.123233 -2.233865 0.001 0.002 -0.009 -0.279
C -1.977275 -0.455941 -3.653462 -0.003 0.001 0.000 -0.203
C -0.973276 -1.605104 -3.638668 0.004 0.000 0.002 -0.215
C -1.306246 -2.400664 -2.383965 0.004 0.003 0.003 -0.300
H -1.291938 0.914148 -2.069665 0.000 0.002 0.001 0.099
H -3.007501 0.479827 -1.930825 0.000 -0.001 0.002 0.098
H -1.708878 0.320296 -4.367804 0.002 -0.001 0.000 0.127
H -2.963469 -0.828663 -3.932274 0.000 0.000 0.003 0.125
H 0.050227 -1.229896 -3.581136 -0.001 0.000 -0.001 0.118
H -1.052721 -2.230737 -4.526172 0.001 0.000 -0.001 0.130
H -0.554296 -3.113231 -2.047465 -0.004 -0.004 -0.007 0.088
H -2.269605 -2.910804 -2.464173 -0.002 0.002 0.003 0.113
O 2.153248 -0.859791 2.442697 -0.019 0.024 0.023 -0.420
```
Positions in Å, forces in eV/Å.

No. 3
DFT (ωB97M-V/def2-TZVPD) results for one molecule with the formula C16H26N4O5S2 in a non-equilibrium geometry.

Values from the calculation:
SMILES: CCN(CC)CCNC(=O)C(=O)NC[C@H]1OCCN1S(=O)(=O)c1cccs1
Net charge: 0

```
53
Properties=species:S:1:pos:R:3:forces:R:3:lowdin_charge:R:1
C -4.414804 -0.087720 -2.337695 -0.187 -0.166 0.159 -0.071
C -5.212045 -0.393776 -1.072068 0.203 0.126 -0.273 -0.242
N -4.692190 0.351211 0.063164 0.062 -0.093 0.138 -0.200
C -5.310397 1.641114 0.278810 -0.196 0.091 0.122 -0.247
C -6.711151 1.611465 0.904696 0.308 -0.043 -0.184 -0.081
C -4.448625 -0.426071 1.254083 0.245 -0.204 -0.186 -0.189
C -3.107391 -1.171181 1.142868 -0.295 0.006 -0.005 -0.149
N -2.017853 -0.240733 1.016000 -0.011 0.267 0.355 0.096
C -1.318249 -0.045384 -0.101710 -0.053 -0.244 0.073 -0.413
O -1.356367 -0.726652 -1.114100 -0.140 0.102 -0.093 0.020
C -0.371663 1.149287 0.016191 0.024 0.199 -0.168 -0.398
O -0.282473 1.798328 1.045201 0.028 0.057 0.089 0.065
N 0.266638 1.398331 -1.134585 -0.014 -0.236 -0.392 0.099
C 1.327956 2.358804 -1.237729 0.401 0.080 0.361 -0.072
C 2.708390 1.705200 -0.961110 -0.433 -0.132 -0.742 -0.340
O 3.692430 2.674539 -0.716172 0.048 0.047 -0.255 -0.058
C 3.733042 2.919959 0.682473 0.063 0.102 0.266 -0.133
C 2.935777 1.769159 1.334539 -0.006 0.255 0.635 -0.133
N 2.621118 0.890993 0.223530 0.656 -0.762 -0.116 -0.160
S 3.344110 -0.627959 0.183536 -0.580 -0.004 0.212 0.640
O 3.913587 -0.857243 -1.109828 -0.181 0.070 -0.141 -0.293
O 4.145631 -0.803670 1.356725 -0.199 0.139 0.104 -0.269
C 1.915631 -1.656451 0.316849 0.380 0.018 -0.339 -0.604
C 1.186462 -1.949142 1.429068 0.286 0.174 -0.028 -0.138
C 0.109220 -2.812921 1.143255 -0.005 -0.105 -0.118 -0.183
C 0.048771 -3.145366 -0.175036 0.354 0.184 -0.194 -0.389
S 1.300378 -2.415048 -1.092313 -0.132 -0.262 0.297 1.067
H -4.811729 -0.655577 -3.175484 -0.053 -0.020 -0.192 0.071
H -4.470653 0.970754 -2.578133 -0.014 0.142 -0.065 0.068
H -3.371903 -0.354054 -2.193291 0.067 -0.011 -0.007 0.047
H -6.273789 -0.166618 -1.244487 0.008 -0.111 0.080 0.108
H -5.138920 -1.462861 -0.859027 -0.070 0.003 0.027 0.113
H -4.643857 2.227623 0.919655 -0.029 0.064 -0.098 0.115
H -5.360066 2.142562 -0.690024 0.056 0.093 0.034 0.111
H -7.398690 1.036123 0.289140 -0.119 -0.044 -0.026 0.063
H -7.095686 2.624099 0.991806 -0.101 0.100 0.049 0.070
H -6.683497 1.166070 1.896460 -0.039 -0.031 0.119 0.064
H -4.390900 0.253315 2.108328 -0.058 -0.028 0.053 0.120
H -5.241034 -1.164685 1.459798 0.026 0.084 0.081 0.124
H -2.959161 -1.794202 2.030314 -0.002 -0.064 -0.098 0.118
H -3.088247 -1.798347 0.250104 -0.039 -0.072 0.104 0.118
H -1.885742 0.460668 1.735668 0.108 -0.052 -0.139 0.145
H 0.132901 0.708410 -1.865050 -0.114 0.045 0.133 0.145
H 1.146233 3.124321 -0.479629 0.032 0.046 -0.132 0.132
H 1.336002 2.816224 -2.227781 -0.018 0.028 0.101 0.134
H 3.021924 1.086907 -1.808306 -0.071 0.193 0.089 0.150
H 4.782883 2.924291 0.984193 -0.103 0.028 0.004 0.125
H 3.287895 3.895885 0.906275 0.059 -0.113 0.034 0.121
H 3.515727 1.210165 2.066952 -0.047 0.213 0.056 0.111
H 2.001746 2.120490 1.781539 0.161 -0.022 -0.020 0.110
H 1.430026 -1.564999 2.401947 0.049 0.072 0.235 0.121
H -0.579859 -3.172987 1.885142 -0.143 -0.082 0.114 0.103
H -0.668097 -3.773098 -0.664499 -0.173 -0.130 -0.112 0.074
```
Positions in Å, forces in eV/Å.

No. 4
DFT (ωB97M-V/def2-TZVPD) results for C6H2InO4 as an isolated structure in a non-equilibrium geometry.

Values from the calculation:
Net charge: +1

```
13
Properties=species:S:1:pos:R:3:forces:R:3:lowdin_charge:R:1
In 11.791532 0.832626 11.858605 -0.397 0.288 0.034 1.104
C 7.427780 2.725034 10.854681 1.358 -0.633 0.331 0.246
C 6.859478 4.013904 10.930959 -2.070 0.269 -0.300 -0.306
C 7.712234 5.163943 11.400629 -0.945 1.918 0.224 -0.310
O 7.317709 6.317142 11.410076 -0.306 -0.585 -0.408 0.210
C 8.943236 4.892562 12.036110 1.462 -1.622 0.255 0.246
C 9.487091 3.561360 12.065881 -0.702 -0.968 -0.249 -0.327
C 8.782762 2.490528 11.247477 -0.197 0.172 -0.687 -0.322
O 9.350825 1.444461 10.956195 0.567 -0.127 0.402 -0.065
O 10.466591 3.171293 12.668257 1.049 0.258 0.403 -0.021
O 5.672905 4.125466 10.668997 0.631 0.631 0.085 0.212
H 6.856064 1.872373 10.508916 -0.228 0.110 -0.033 0.167
H 9.549983 5.668436 12.486327 -0.221 0.289 -0.056 0.165
```
Positions in Å, forces in eV/Å.

What HOMO values result from the calculations? In sequence: -9.4, -13.4, -8.4, -13.7 eV.
What molar mass values result from the calculations? In sequence: 93.089, 763.178, 418.541, 252.896 g mol⁻¹.
What ΔE to the lowest compared entry with this formula, charge and spin values result from the calculations? In sequence: 63.8, 0.0, 0.0, 7.1 kcal/mol.